1.
Density functional theory data (ωB97M-V with the def2-TZVPD basis set) for a cluster of 2 separate species, C33H44N5O2 in total in a non-equilibrium geometry.

Structure (ORCA input):
```
! RIJCOSX wB97M-V def2-TZVPD def2/J DEFGRID3
* xyz 1 1
H -1.31030 -5.85144 -1.11356
C 7.13170 2.93215 -2.11987
C -0.17198 -0.76027 3.27087
H -7.26041 2.66367 -0.37413
H -5.53643 5.12678 -2.42128
N -4.31495 2.51224 -0.66419
H -3.57910 4.33783 -1.40672
C 5.34186 3.62843 -0.00532
C -6.53294 3.32745 0.14243
H 6.70387 3.68699 -2.80829
H -2.11677 -0.99569 1.12324
H 4.54134 4.36061 -0.19976
H -0.68544 -4.32726 -3.43504
H -2.29167 -2.77776 -2.63040
N 5.13497 2.38853 -0.76686
H -3.96861 3.09516 -2.62949
C -0.15068 -3.71673 -0.20082
H -0.38499 1.15681 4.15974
C 1.70090 -0.02612 -0.01695
C 6.67272 4.33835 -0.27349
H -1.94786 2.90305 -1.91067
C -0.79045 0.15459 -0.14701
C -2.21150 -0.02691 4.31581
H -5.62248 1.48065 0.62809
N 0.11298 -5.00245 0.18945
H 0.72129 -3.36116 -2.96457
H 0.27727 -6.68401 -1.09576
C 4.08777 1.54732 -0.45852
H 1.64132 -6.28254 0.75239
C 2.81900 -0.52681 -0.74282
C -1.69603 -2.49478 -1.75410
C -5.67326 4.16692 -1.90169
C -3.12816 1.84147 -0.43493
H -3.83536 -1.47384 4.39445
H 0.98081 -3.07662 2.38897
H 5.30396 3.43951 1.08229
C -0.81431 1.32717 -0.97077
H 0.07046 1.64542 -1.51958
H 0.40918 -1.55391 -0.85001
H 5.49020 1.64610 -2.68835
H 3.11493 2.99230 0.75776
H 1.94102 -4.60602 1.28304
H -4.78506 2.86001 1.36787
N -0.73235 -3.56120 -1.46213
C -0.05745 -2.92790 2.06725
H 2.81078 -1.55895 -1.09219
H 0.72565 -5.67195 2.11054
C 1.16483 -5.37413 1.14389
H -4.02077 0.43856 0.98851
H -2.75354 0.74342 4.84935
H 7.12073 4.63005 0.68816
C -2.02376 -0.11458 0.49607
H 4.73730 -0.19782 -1.57303
H 1.08759 1.73272 1.12262
C 6.05647 1.91180 -1.78237
H -6.30291 3.47665 -2.50316
H 7.98398 2.40364 -2.57358
N -0.03789 -2.66008 0.63762
C -3.12443 0.72882 0.43201
C -0.00973 -4.09585 -2.60746
C -0.45611 -6.13705 -0.49716
H -0.78337 -6.85660 0.25061
H -2.36894 -2.34514 -0.90415
H -2.57266 -3.20725 3.15830
H 6.56171 0.98860 -1.44587
C 0.39234 -0.75138 -0.03667
C -0.81167 -1.93747 2.91159
H 0.86754 -0.61912 2.94390
C 3.02602 2.01820 0.32753
C -0.88935 0.21901 3.93880
C -5.27574 2.50617 0.43457
C -2.81611 -1.25405 4.06264
C 3.95090 0.23970 -0.97008
O -6.27241 4.49513 -0.64267
H -0.54902 -3.87558 2.20456
C -4.30063 3.54522 -1.68487
C -2.11187 -2.23749 3.37550
H -1.19677 -1.55493 -1.99812
H 6.46476 5.23663 -0.88650
C 1.85754 1.28416 0.50355
C -1.94498 2.10916 -1.15771
H 0.53261 -5.00955 -2.34593
H -6.96180 3.70895 1.08232
O 7.64474 3.51621 -0.91770
*
```

The max |F| comes out at 4.6 eV/A. The calculation puts the energy relative to the best compared isomer or geometry (same formula, charge and spin) at 1.320 eV. The HOMO-LUMO gap is 6.621 eV. Its HOMO energy is -0.363 Eh.

Population analysis type Mulliken, resulting atomic charges in e: H 0.3677; C -0.7507; C 0.1709; H 0.3357; H 0.3411; N 0.1123; H 0.4078; C -0.5587; C -0.7295; H 0.3475; H 0.5292; H 0.3280; H 0.3127; H 0.4144; N 0.1433; H 0.4145; C 0.3705; H 0.4294; C -0.2663; C -0.6305; H 0.3908; C -0.4421; C -0.6009; H 0.2372; N 0.2752; H 0.2895; H 0.4350; C 1.3044; H 0.3984; C -0.8634; C -0.9688; C -0.7548; C 1.4286; H 0.4035; H 0.4536; H 0.4331; C -0.9265; H 0.5285; H -0.1850; H 0.4669; H 0.4202; H 0.3241; H 0.3777; N 0.1484; C -1.3575; H 0.4568; H 0.3105; C -1.0829; H 0.1416; H 0.4410; H 0.3086; C -0.2274; H 0.3405; H 0.4641; C -0.6192; H 0.3464; H 0.3296; N 0.3550; C -1.1180; C -0.9903; C -1.3429; H 0.4377; H 0.2580; H 0.3861; H 0.3552; C 1.3126; C -0.2879; H 0.4250; C -1.0997; C -0.7334; C -0.4072; C -0.6384; C -0.9592; O -0.3718; H 0.7732; C -0.6538; C -0.1252; H 0.4192; H 0.2981; C -0.2913; C -0.7854; H 0.3347; H 0.3259; O -0.3915

=====

2.
Density functional theory data (ωB97M-V with the def2-TZVPD basis set) for the molecule CH3NOP2S in a non-equilibrium geometry.

Structure (ORCA input):
```
! RIJCOSX wB97M-V def2-TZVPD def2/J DEFGRID3
* xyz 0 1
N 0.15309 1.28260 -0.13364
O -2.22507 -0.23539 -0.23950
H 1.81602 0.83746 0.88782
C 1.42682 0.67292 -0.08353
H -1.24958 -1.67740 1.05552
P -1.33869 1.32856 -0.28484
S 1.30847 -1.19546 -0.15872
P -1.92459 -1.88120 -0.11588
H 2.03353 0.86790 -0.92723
*
```

The max |F| comes out at 2.8 eV/A. The calculation puts the energy relative to the best compared isomer or geometry (same formula, charge and spin) at 3.164 eV. The HOMO-LUMO gap (spin up / spin down) is 7.857 / 6.282 eV. Its HOMO energy (spin up / spin down) is -0.331 / -0.305 Eh.

Population analysis type Mulliken, resulting atomic charges in e: N -0.0294; O -0.3377; H 0.2625; C -0.2617; H 0.0402; P 0.1284; S -0.2379; P 0.1711; H 0.2645

=====

3.
Density functional theory data (ωB97M-V with the def2-TZVPD basis set) for the molecule C4H6N2O.

Structure (ORCA input):
```
! RIJCOSX wB97M-V def2-TZVPD def2/J DEFGRID3
* xyz 0 1
H -0.98672 -2.20595 -0.06267
N -2.07465 -0.34185 0.23816
C -1.64034 0.92990 0.41996
H 2.41802 1.18351 0.08590
H 1.91452 0.43655 -1.45756
N -0.32901 1.00498 0.42927
C 2.28053 0.23379 -0.44534
C 0.09579 -0.27808 0.24099
H 3.23160 -0.29680 -0.51296
H -2.31633 1.76416 0.55802
O 1.39612 -0.64547 0.23507
H -3.03344 -0.64341 0.16377
C -0.95609 -1.14134 0.10739
*
```

The max |F| comes out at 0.3 eV/A. The calculation puts the energy relative to the best compared isomer or geometry (same formula, charge and spin) at 1.063 eV. Its SMILES is COc1c[nH]cn1. The HOMO-LUMO gap is 9.195 eV. Its HOMO energy is -0.304 Eh.

Population analysis type Mulliken, resulting atomic charges in e: H 0.4024; N -0.0271; C -0.2348; H 0.2766; H 0.3119; N -0.5630; C -0.6620; C 0.6435; H 0.2371; H 0.4096; O -0.3930; H 0.1822; C -0.5835

=====

4.
Density functional theory data (ωB97M-V with the def2-TZVPD basis set) for a structure of composition C5ClMoO9 in a non-equilibrium geometry.

Structure (ORCA input):
```
! RIJCOSX wB97M-V def2-TZVPD def2/J DEFGRID3
* xyz 1 3
C 0.38683 0.82688 2.85415
O -1.75020 1.08174 -2.19581
O -0.29301 -1.57401 2.81485
C 0.45275 1.13111 0.51322
O 0.51615 0.26771 -3.24030
O 0.65792 1.07797 4.01779
O 0.42206 1.52670 -0.70979
O 0.83889 -2.84417 -2.51446
C -0.08636 -0.58309 2.22220
O -0.44910 -0.87665 -0.12849
Mo -0.40138 0.17342 -1.87156
Cl -0.39538 -2.95965 -3.17203
O 0.74701 2.94493 1.81029
O -1.25447 -1.77252 -2.97135
C 0.75470 1.83772 1.68792
C -0.14641 -0.25807 0.88336
*
```

The max |F| comes out at 9.6 eV/A. The HOMO-LUMO gap (spin up / spin down) is 7.045 / 5.520 eV. Its HOMO energy (spin up / spin down) is -0.503 / -0.495 Eh.

Population analysis type Mulliken, resulting atomic charges in e: C 0.4159; O -0.5836; O -0.3630; C 0.7796; O -0.6074; O -0.4068; O -0.8127; O -0.2945; C -0.1490; O -0.7251; Mo 2.2757; Cl 0.9293; O -0.2314; O -0.4496; C 0.0842; C 1.1385

=====

5.
Density functional theory data (ωB97M-V with the def2-TZVPD basis set) for a structure of composition C23H26N5OPtS2 in a non-equilibrium geometry.

Structure (ORCA input):
```
! RIJCOSX wB97M-V def2-TZVPD def2/J DEFGRID3
* xyz 1 1
C -0.70387 1.86410 -0.98668
H -0.52506 1.84425 1.17948
N -1.66635 -1.98298 0.04688
C -3.28183 -0.27335 -0.21361
H -3.30415 5.42604 -2.58298
H 3.59213 0.78228 4.06237
H -0.86566 6.14454 0.84644
H 0.48048 -5.12421 -1.18730
C 5.04169 0.28851 2.54939
H 1.30787 2.45136 -0.38500
C -0.93851 1.23475 0.37262
C 1.94581 -5.02338 0.36080
H 2.57924 -5.78120 -0.07810
Pt -0.19690 -0.82935 1.37748
C 5.19621 -0.25194 1.27356
H -2.02932 -3.77305 -2.22724
H -4.78481 1.02313 -0.54381
H -5.16435 -0.57963 -1.01191
C 4.08660 -0.64544 0.57698
C -1.29978 1.03037 -2.12063
C 2.31282 -4.39120 1.55185
H 4.12579 -1.06676 -0.41514
C -1.25066 -3.19750 -0.29233
C 0.77181 -4.66641 -0.25562
H -1.64944 -5.10324 -1.13636
O 1.86351 -0.78514 0.27387
H -0.98359 1.43789 -3.07706
C -0.02102 -3.63506 0.29256
C -2.13633 5.95079 -0.87012
H 1.22513 0.93313 -1.28715
N -2.83246 -1.51954 -0.39808
C -1.23521 5.48867 0.07259
N -4.45420 0.10606 -0.79608
C -2.60077 5.08170 -1.83989
C 3.77663 0.38809 3.07466
H 3.21122 -4.66922 2.07530
H -3.40519 -2.13881 -0.97766
H -2.38577 1.01460 -2.09331
H -0.93011 0.00899 -2.05520
S -2.57664 0.85524 0.94610
H 1.02658 2.48319 -2.12509
H -3.08651 -4.14955 -0.85669
S 1.10580 0.15504 3.06681
N 0.39995 -2.99046 1.40916
C -2.04732 -4.09745 -1.18601
C 2.65947 -0.00706 2.33126
C -0.79655 4.17962 0.02881
N 2.84280 -0.48812 1.07087
H -0.08975 3.85738 0.77877
H 6.16662 -0.34421 0.81651
H 1.74889 -2.86208 2.95334
C 1.50369 -3.37803 2.02991
C -2.16794 3.76620 -1.87776
H 5.89465 0.62242 3.11514
H -2.55243 3.12685 -2.65566
C 0.81634 1.93816 -1.20748
H -2.47305 6.97566 -0.84358
C -1.24623 3.29534 -0.94999
*
```

The max |F| comes out at 3.9 eV/A. The calculation puts the energy relative to the best compared isomer or geometry (same formula, charge and spin) at 2.220 eV. The HOMO-LUMO gap (spin up / spin down) is 5.222 / 5.225 eV. Its HOMO energy (spin up / spin down) is -0.346 / -0.346 Eh.

Population analysis type Mulliken, resulting atomic charges in e: C 3.1806; H 0.2808; N -0.1403; C 0.5767; H 0.3980; H 0.4107; H 0.3937; H 0.3433; C -0.3113; H 0.3206; C -1.0891; C -0.5129; H 0.4551; Pt 1.2715; C -0.7328; H 0.3979; H 0.2943; H 0.2161; C -0.3459; C -2.4519; C -0.6332; H 0.5099; C 1.1412; C -0.7684; H 0.4505; O -0.7419; H 0.5641; C 0.4260; C -0.4147; H 0.3907; N -0.4045; C -1.0166; N -0.3782; C -0.8759; C -0.8122; H 0.4560; H 0.2313; H 0.5845; H 0.2721; S -0.1759; H 0.4501; H 0.4932; S -0.4547; N -0.3484; C -1.8774; C 0.5321; C -0.1260; N 0.5101; H 0.2920; H 0.4341; H 0.5574; C -0.2114; C -0.3140; H 0.4031; H 0.3725; C -1.8060; H 0.4147; C -0.0808

=====

6.
Density functional theory data (ωB97M-V with the def2-TZVPD basis set) for the molecule H10Si4 in a non-equilibrium geometry.

Structure (ORCA input):
```
! RIJCOSX wB97M-V def2-TZVPD def2/J DEFGRID3
* xyz 0 1
H 2.54388 0.51949 2.45542
H -1.71274 -1.12819 -3.49005
H 2.37943 2.16512 1.06964
Si -0.46847 -0.85614 -0.40729
H -0.55008 -2.16784 0.19724
Si -0.48002 -1.21910 -2.74464
H -0.55433 -2.65136 -2.85638
Si -0.46987 0.72276 1.37035
H 1.85010 2.62025 3.10262
H -1.40852 1.73477 0.93197
H -1.89237 -0.50926 -0.51717
H -1.25127 0.36643 2.56269
H 0.50318 -1.16376 -3.83614
Si 1.51106 1.56681 2.16174
*
```

The max |F| comes out at 2.8 eV/A. The calculation puts the energy relative to the best compared isomer or geometry (same formula, charge and spin) at 0.685 eV. Its SMILES is [SiH3][SiH2][SiH2][SiH3]. The HOMO-LUMO gap is 9.760 eV. Its HOMO energy is -0.377 Eh.

Population analysis type Mulliken, resulting atomic charges in e: H -0.1095; H -0.0984; H -0.1064; Si 0.1725; H -0.0756; Si 0.3539; H -0.1096; Si 0.2166; H -0.1359; H -0.1023; H -0.0826; H -0.0929; H -0.1305; Si 0.3010

=====

What is the formula in the third record? C4H6N2O